# 1
This record from OMol25 describes a molecular structure, C3H2FN. The level of theory is ωB97M-V/def2-TZVPD.

Structure (XYZ):
```
7
C3H2FN ωB97M-V/def2-TZVPD
F 3.276 0.163 -0.031
C 1.976 0.556 0.013
C -0.022 0.212 0.102
H 1.199 -1.569 0.366
C 1.094 -0.503 0.225
H -1.559 1.472 -0.406
N -0.966 0.923 0.178
```

## Properties
* ΔE to the lowest compared entry with this formula, charge and spin: 68.33 kcal/mol
* multiplicity: 1
* LUMO level: 0.7 eV
* Kohn-Sham gap: 9.45 eV
* charge: 0

=====

# 2
This record from OMol25 describes a molecular structure, C28H43N3SZn. The level of theory is ωB97M-V/def2-TZVPD.

Structure (XYZ):
```
76
C28H43N3SZn ωB97M-V/def2-TZVPD
H 4.636 -0.270 -4.706
S 3.837 -0.399 0.331
C 2.910 2.195 1.036
H -7.315 2.945 -0.333
H -5.566 2.469 -0.274
H -1.814 -2.424 1.126
H -2.232 -2.709 -2.825
H 1.090 -1.458 -3.046
H -2.142 -2.094 3.856
H -5.381 -1.930 1.530
C -3.501 -0.987 0.809
H 6.260 -1.797 0.745
H -6.646 -1.247 -0.319
H 2.329 3.320 -2.802
H -0.231 1.228 -2.347
C 2.389 3.545 0.761
C -2.670 -1.981 1.714
H -0.462 -2.807 -2.509
H 1.594 0.328 1.900
C -2.129 -1.306 3.046
C 2.514 3.005 -1.750
C 2.200 3.936 -0.667
H -5.369 -0.063 -0.870
H -0.352 0.052 -0.964
C -0.628 -0.800 2.947
C -0.186 0.141 -2.083
N 3.244 0.826 -2.664
C 4.226 -0.220 -2.490
C 0.973 1.065 3.936
H 2.258 -0.014 -4.190
C 3.126 1.820 2.548
C -1.321 -0.716 -2.776
H -2.311 -0.245 -2.490
H 0.097 -1.422 3.538
N 2.053 0.404 -3.277
H -3.487 -1.276 -0.284
H 2.877 2.672 3.227
C 3.214 1.247 -0.084
C 1.235 -0.516 -2.436
H 2.624 -0.268 3.249
H -3.084 0.061 0.863
Zn -5.457 1.313 2.717
H 1.708 -0.807 -1.464
H -2.757 -0.408 3.314
N 5.982 -2.542 0.092
H 6.342 -2.160 -4.636
H -6.820 1.123 1.522
C 5.891 -1.817 -3.667
H -5.097 -0.157 2.091
H 1.066 2.150 4.237
C -1.388 -2.210 -2.264
C 3.027 1.633 -1.507
H 6.725 -3.238 0.011
C 6.306 -2.469 -2.397
C 4.893 -0.708 -3.714
H 2.138 4.229 1.602
H -6.607 1.750 -1.584
C 5.645 -1.981 -1.171
C -0.469 0.752 3.327
C 2.067 0.643 2.875
C 4.608 -0.890 -1.229
C -6.603 2.091 -0.508
C -5.965 -0.411 0.015
H -3.381 -2.802 2.024
H -1.523 -2.286 -1.150
H 4.175 1.435 2.669
C -5.037 -0.907 1.220
H -1.177 -0.646 -3.895
H -8.003 0.598 0.248
H -0.296 -0.880 1.866
H 1.043 0.447 4.878
C -6.915 0.838 0.418
H -0.520 1.320 2.352
H -1.305 1.039 4.017
H 7.054 -3.297 -2.362
H 1.793 4.944 -0.921
```

## Properties
* multiplicity: 1
* LUMO level: -10.3 eV
* Kohn-Sham gap: 1.44 eV
* charge: +2

=====

# 3
This record from OMol25 describes 2 unconnected molecules or ions with the total composition C2H9N2O. The level of theory is ωB97M-V/def2-TZVPD.

Structure (XYZ):
```
14
C2H9N2O ωB97M-V/def2-TZVPD
H 0.828 1.210 -0.036
C 0.183 -0.703 0.062
H -0.801 -0.574 0.555
H 1.356 -2.623 -0.456
N -0.032 2.385 0.470
H -0.786 2.637 -0.210
H 0.864 2.773 0.137
H -1.388 -1.697 -1.109
O 1.146 0.169 -0.176
C 0.334 -2.208 -0.100
N -0.356 -1.442 -1.218
H -0.021 -1.478 -2.145
H -0.297 -2.855 0.583
H -0.256 2.526 1.393
```

## Properties
* ΔE to the lowest compared entry with this formula, charge and spin: 70.61 kcal/mol
* multiplicity: 3
* ⟨S²⟩: 2.01
* LUMO level (spin up / spin down): -3.2 / -9.6 eV
* Kohn-Sham gap (spin up / spin down): 4.75 / 6.59 eV
* charge: +1

=====

# 4
This record from OMol25 describes a molecular structure, CHBrClFN5O3. The level of theory is ωB97M-V/def2-TZVPD.

Structure (XYZ):
```
13
CHBrClFN5O3 ωB97M-V/def2-TZVPD
O -1.244 -1.821 0.908
N -1.147 2.618 -0.154
F -1.784 -3.401 -0.846
O -1.202 3.490 -1.022
N 0.118 -0.447 -0.189
N -0.386 -0.953 0.786
O -2.153 2.105 0.285
H -1.752 -2.829 -0.156
Cl 2.934 -0.817 -0.194
N 0.928 1.530 0.447
C 0.052 2.375 0.481
Br 4.676 -2.254 0.029
N 0.960 0.404 -0.376
```

## Properties
* ΔE to the lowest compared entry with this formula, charge and spin: 68.49 kcal/mol
* multiplicity: 1
* LUMO level (spin up / spin down): 1.1 / 1.1 eV
* Kohn-Sham gap (spin up / spin down): 6.07 / 6.34 eV
* charge: -1

=====

# 5
This record from OMol25 describes a molecular structure, C32H28AlN4O2SSi. The level of theory is ωB97M-V/def2-TZVPD.

Structure (XYZ):
```
69
C32H28AlN4O2SSi ωB97M-V/def2-TZVPD
C 1.507 -0.561 -3.825
C -1.949 3.073 1.915
S 2.840 0.155 -0.766
N -1.388 1.345 -2.059
C 2.982 3.135 0.784
C -1.834 0.330 -2.892
C 3.206 -1.332 2.924
H 1.416 5.210 3.017
H 6.480 -0.759 2.256
H -2.790 -1.008 3.770
H -2.229 -2.434 4.642
C -0.776 -0.830 -0.049
H 3.658 4.713 2.122
Al 0.159 0.494 -1.115
H 0.415 -3.530 2.674
H -2.708 -2.627 -5.257
H 5.012 -1.688 4.045
H -3.559 -3.844 0.814
C 1.306 -1.530 -4.827
H 2.497 -0.167 -3.645
H -1.122 4.722 3.056
N -0.460 1.891 0.401
C 0.545 2.702 0.826
C 1.542 4.436 2.278
H 2.548 -1.714 3.697
C 3.491 -0.318 0.773
C -1.994 -1.759 3.813
H -2.961 3.169 2.277
C -3.197 0.083 -3.210
C 1.862 2.433 0.309
H -4.492 -1.313 -4.275
C -2.453 -1.802 -4.602
H -4.288 -2.596 1.793
C -0.931 3.927 2.357
O 1.783 -0.865 -1.108
C -2.286 2.321 -1.813
H -0.305 -4.350 1.303
C 2.642 -0.856 1.749
H 5.493 0.166 0.174
C 0.376 3.732 1.846
C -1.070 -1.489 -4.391
C 0.041 -2.040 -5.078
C 5.409 -0.777 2.135
H -3.881 -4.112 2.519
C 2.807 4.145 1.763
C -0.511 -3.953 2.300
N 1.797 1.416 -0.646
C -3.466 -1.061 -4.052
H 1.565 -0.884 1.593
O 3.905 0.403 -1.707
H 2.158 -1.893 -5.379
N 0.481 -0.041 -3.108
H -0.124 -2.829 -5.794
H -2.434 1.327 0.758
H -4.323 2.967 -1.779
C -3.533 -3.381 1.799
H -1.068 -1.251 4.054
C -3.651 2.192 -2.104
C -1.652 2.046 0.998
H -5.169 0.887 -2.954
H -0.778 -4.793 2.942
C -4.113 1.052 -2.763
C -1.298 -1.512 0.857
H 3.963 2.892 0.424
C -0.777 -0.454 -3.465
Si -1.851 -2.671 2.217
C 4.873 -0.264 0.948
H -1.930 3.242 -1.380
C 4.594 -1.319 3.121
```

## Properties
* ΔE to the lowest compared entry with this formula, charge and spin: 0.00 kcal/mol
* multiplicity: 1
* LUMO level: -3.8 eV
* Kohn-Sham gap: 6.88 eV
* charge: +1

=====

# 6
This record from OMol25 describes a molecular structure, C7H14NSe. The level of theory is ωB97M-V/def2-TZVPD.

Structure (XYZ):
```
23
C7H14NSe ωB97M-V/def2-TZVPD
H -0.113 -1.087 -1.766
H -1.940 -1.596 -1.507
C -1.140 -1.094 -1.095
H -0.393 -2.644 0.157
Se 1.951 -0.238 -0.304
H -1.363 0.316 1.871
H 3.066 1.432 0.839
C 3.260 0.352 0.567
H 1.299 2.215 -0.446
H 0.708 1.255 -1.991
C -0.461 0.370 1.179
H -2.482 0.468 -0.384
C 0.781 1.248 -0.815
N 0.016 -0.967 1.075
C -1.566 0.397 -0.992
H -1.743 0.780 -2.030
C -0.892 -1.767 0.237
H 3.967 -0.314 0.995
H 0.211 0.987 1.858
H 0.094 -1.515 1.921
H -1.857 -1.951 0.793
H -0.831 2.227 -0.029
C -0.573 1.129 -0.134
```

## Properties
* ΔE to the lowest compared entry with this formula, charge and spin: 35.82 kcal/mol
* multiplicity: 1
* LUMO level: -4.6 eV
* Kohn-Sham gap: 8.55 eV
* charge: +1